(1)
The following is a quantum chemistry calculation of C20H43CeN2OP3S as an isolated structure, from OMol25.

Element x y z (Å)
Ce -0.0383 0.1873 0.6270
S -1.8870 1.3462 2.3655
P 1.8100 -0.9309 2.3461
P 1.6663 2.2402 0.2568
P -0.8653 -2.3237 0.0709
O -1.1106 0.8633 -1.0820
N -0.6603 0.9014 4.7819
N -2.1320 -0.6675 4.2343
C -1.5228 0.4960 3.7913
C -1.6794 -3.2154 1.4068
C -2.1082 -2.0451 -1.2281
C 1.9014 3.3790 1.6304
C 0.2360 0.2123 -2.9730
C -0.8610 0.1691 6.0179
C -1.8896 -0.8858 5.6524
C -1.7031 1.5625 -8.7121
C 3.2621 1.8002 -0.4951
C 3.2096 -1.8138 1.5517
C 0.2884 0.0968 -4.3564
C 0.4100 -3.3868 -0.6686
C -0.9825 0.6842 -2.3920
C 2.5745 0.2752 3.4789
C -2.8347 2.2004 -8.4226
C -0.8618 0.4207 -5.0876
C 1.0712 -2.1383 3.5133
C -2.0657 0.8400 -4.5036
C 0.7445 3.1735 -1.0120
C -2.1413 0.9673 -3.1336
H 1.8084 2.8211 2.5924
H -3.7934 1.6735 -8.3480
H 3.1659 -0.3074 4.2206
H -2.1441 -2.4968 2.1278
H 1.3741 -0.5375 -0.4543
H 3.8897 1.3092 0.2791
H 3.9003 -2.1430 2.3542
H -3.0115 1.2557 -2.5326
H 3.6994 -1.1127 0.8446
H -1.6807 0.4819 -8.8941
H -1.6162 -1.8688 -2.1978
H -0.1496 1.7617 4.6736
H 3.0820 1.0788 -1.3203
H -2.9665 1.0880 -5.0806
H -0.9111 -3.8368 1.9249
H -2.7402 -2.9614 -1.2359
H -0.7568 2.0992 -8.8464
H 2.8111 -2.6661 0.9598
H 0.0459 -2.4026 3.1972
H -2.7123 -1.1472 -0.9947
H -2.4537 -3.8199 0.8776
H 1.0046 -1.7148 4.5416
H 0.0833 -0.2679 6.3386
H -1.5230 -1.8965 5.8058
H 1.0489 -3.7871 0.1443
H 3.2336 0.9747 2.9248
H -1.2174 0.8362 6.8087
H 1.2337 -0.2285 -4.8191
H 1.6813 -3.0665 3.5128
H -0.3299 3.2322 -0.7590
H 1.0331 -2.7764 -1.3533
H -2.8461 -1.0946 3.6793
H -0.8203 0.3507 -6.1691
H 1.1968 4.1830 -1.0069
H 1.1071 -0.0569 -2.3447
H 0.8225 2.6956 -2.0036
H 1.7930 0.8675 4.0058
H -2.8185 -0.7661 6.2205
H -0.1654 -4.1552 -1.2149
H -2.8690 3.2892 -8.3000
H 1.0942 4.1501 1.5652
H 2.9307 3.7861 1.4780
H 3.6555 2.7679 -0.8600

ΔE to the lowest compared entry with this formula, charge and spin in eV: 1.527
Multiplicity: 2
Gap between HOMO and LUMO (spin up / spin down) in eV: 6.16 / 3.88
Total charge: +3

***

(2)
The following is a quantum chemistry calculation of an isolated ion of composition CH2N5O3 and charge -1, from OMol25.

Element x y z (Å)
O -2.5750 -2.1674 -0.1100
O -1.0691 1.6988 -0.5040
O -0.3864 -2.5156 -0.3634
N -1.2212 -0.5412 0.3822
N -4.0686 1.4993 0.5323
N -1.4146 -1.8046 -0.1565
N 0.1507 -0.2606 0.6306
N -1.8957 0.6919 -0.5413
C -3.1710 1.0774 -0.0314
H 0.7621 -0.4331 -0.1641
H 0.1986 0.7054 0.8611

ΔE to the lowest compared entry with this formula, charge and spin in eV: 0.000
Multiplicity: 3
Gap between HOMO and LUMO (spin up / spin down) in eV: 5.99 / 7.80
Total charge: -1

***

(3)
The following is a quantum chemistry calculation of C3HN3O in the gas phase, from OMol25.

Element x y z (Å)
O 0.9679 -0.1197 -0.0033
N -1.7422 2.1327 -0.0014
N 2.1734 0.6290 0.0043
N -1.6181 -2.3066 0.0070
C -1.1547 1.1465 0.0057
C -1.0619 -1.3033 -0.0092
C -0.4271 -0.0515 -0.0032
H 2.8627 -0.1272 0.0001

ΔE to the lowest compared entry with this formula, charge and spin in eV: 4.086
Gap between HOMO and LUMO (spin up / spin down) in eV: 8.49 / 8.66